The following is a DFT calculation (ωB97M-V with the def2-TZVPD basis set) of C26H61BINO14SbSi as an isolated structure.

Each line ends with the Löwdin charge.
Positions of all 106 atoms, in Å:
C -1.4585 6.0671 0.2776  -0.08
C -0.2734 5.1039 0.1811  -0.13
C -0.4880 3.9070 1.0716  -0.54
O -0.4276 3.9396 2.2768  0.09
O -0.8199 2.8191 0.3718  -0.01
C -0.4551 1.5397 0.9233  -0.23
C 1.0482 1.3229 0.8923  -0.24
Sb 2.0142 0.7338 -1.0033  1.52
O 2.7096 0.2882 -2.8696  -0.36
C 3.2811 -0.8102 -0.0639  -0.26
C 3.8783 -0.3780 1.2687  -0.34
O 5.2786 -0.6915 1.3266  -0.23
Si 6.2164 -0.1074 2.5514  0.38
C 7.9678 -0.1718 1.9125  -0.16
C 5.8025 1.6671 2.9720  -0.16
C 6.0925 -1.1793 4.0907  -0.16
C 3.4706 2.3657 -0.8157  -0.32
N 4.5356 2.4445 -1.7957  -0.17
C 5.6100 1.4754 -1.6380  -0.13
C 0.4066 -0.8303 -1.2891  -0.29
C 0.7288 -1.7662 -2.3614  -0.88
O 1.5526 -2.6213 -2.3772  -0.03
I -0.5544 -1.6066 -4.1579  0.73
O 0.7642 2.0240 -2.0161  -0.12
B 1.0367 2.3789 -3.2881  -1.00
O 2.0289 3.3327 -3.6023  0.11
O 0.3043 1.8891 -4.3545  0.11
H -1.6928 6.2713 1.3241  0.07
H -1.2289 7.0178 -0.2041  0.07
H -2.3433 5.6435 -0.1997  0.08
H 0.6416 5.5929 0.5192  0.12
H -0.1414 4.7436 -0.8381  0.11
H -0.8357 1.4822 1.9459  0.09
H -1.0027 0.8163 0.3225  0.10
H 1.2898 0.5721 1.6515  0.06
H 1.5364 2.2491 1.2127  0.07
H 3.2636 -0.4972 -2.8230  -0.01
H 2.6688 -1.7028 0.0757  0.05
H 4.0987 -1.1018 -0.7257  0.06
H 3.3698 -0.8873 2.0975  0.11
H 3.7529 0.6967 1.4398  0.06
H 8.2127 -1.1883 1.5955  0.03
H 8.0679 0.4679 1.0328  0.03
H 8.6874 0.1489 2.6680  0.03
H 4.8768 1.7955 3.5343  0.03
H 5.7551 2.2664 2.0584  0.03
H 6.6231 2.0667 3.5757  0.03
H 7.1038 -1.3736 4.4590  0.02
H 5.5429 -0.6954 4.9002  0.02
H 5.6321 -2.1449 3.8751  0.03
H 2.8638 3.2747 -0.8774  0.05
H 3.9104 2.3582 0.1865  0.05
H 4.1338 2.3861 -2.7225  0.07
H 6.5904 1.9625 -1.6913  0.06
H 5.5481 0.9812 -0.6654  0.05
H 5.5867 0.6976 -2.4096  0.07
H -0.5392 -0.3286 -1.4597  0.03
H 0.3648 -1.4123 -0.3637  0.08
H 2.1018 3.9848 -2.9027  0.08
H 0.8251 1.8847 -5.1614  0.09
C 1.4856 -6.2307 -2.4895  -0.11
O 0.0873 -6.4191 -2.4463  -0.20
C -0.5878 -5.6889 -3.4605  -0.21
C -1.9009 -6.3431 -3.8136  -0.18
O -1.7792 -7.5171 -4.6095  -0.13
C -1.3663 -8.7022 -3.9583  -0.19
C -2.4532 -9.3783 -3.1516  -0.21
O -2.6718 -8.7166 -1.9203  -0.19
C -3.9779 -8.8811 -1.4288  -0.12
H 1.7608 -5.1928 -2.2779  0.07
H 1.9230 -6.8807 -1.7325  0.08
H 1.8900 -6.5063 -3.4715  0.09
H 0.0380 -5.6137 -4.3575  0.13
H -0.7874 -4.6726 -3.1023  0.09
H -2.4526 -5.6374 -4.4377  0.13
H -2.4876 -6.5343 -2.9121  0.12
H -0.4805 -8.5367 -3.3405  0.12
H -1.0995 -9.3889 -4.7662  0.12
H -2.1489 -10.4175 -2.9571  0.12
H -3.3773 -9.3965 -3.7436  0.12
H -4.7236 -8.5307 -2.1525  0.09
H -4.0613 -8.2862 -0.5211  0.09
H -4.1932 -9.9298 -1.1861  0.09
C -3.5295 1.6621 3.0665  -0.11
O -4.2532 2.8385 3.3530  -0.19
C -3.6435 3.9927 2.7948  -0.20
C -4.6665 5.0689 2.5192  -0.18
O -5.4680 4.8344 1.3702  -0.12
C -6.5018 3.8748 1.4805  -0.19
C -7.7283 4.3689 2.2145  -0.21
O -7.5211 4.3902 3.6154  -0.19
C -8.3158 5.3430 4.2744  -0.12
H -2.5414 1.6732 3.5401  0.09
H -4.1041 0.8234 3.4570  0.09
H -3.3927 1.5326 1.9867  0.09
H -3.1283 3.7331 1.8641  0.11
H -2.8955 4.3864 3.4942  0.13
H -4.1156 5.9840 2.2899  0.12
H -5.2801 5.2522 3.4051  0.12
H -6.1420 2.9423 1.9210  0.12
H -6.8077 3.6719 0.4513  0.13
H -8.5684 3.6989 1.9811  0.13
H -7.9799 5.3740 1.8530  0.12
H -8.1425 6.3508 3.8779  0.09
H -8.0393 5.3261 5.3273  0.09
H -9.3855 5.1135 4.1862  0.09

Values from the calculation:
Total charge ... -1

---

The following is a DFT calculation (ωB97M-V with the def2-TZVPD basis set) of C26H61Br6N2O14P3 as an isolated structure in a non-equilibrium geometry.

Each line ends with the Löwdin charge.
Positions of all 112 atoms, in Å:
C 3.8503 1.4213 -5.8067  -0.36
O 4.6266 2.2385 -6.2663  0.00
N 3.7723 1.0546 -4.4980  -0.18
C 3.0890 -0.1752 -4.1901  -0.08
C 4.5228 1.7367 -3.4527  -0.04
H 3.1857 0.7998 -6.4204  0.09
H 2.5534 -0.5876 -5.0450  0.09
H 2.3549 0.0031 -3.3978  0.10
H 3.7527 -0.9934 -3.8896  0.05
H 5.4113 1.1764 -3.1671  0.07
H 4.8583 2.6914 -3.8551  0.09
H 3.8290 1.9570 -2.6439  0.09
C 7.6629 -1.9894 -5.7048  -0.36
O 7.4210 -3.1823 -5.7143  0.00
N 6.8478 -1.0675 -5.1642  -0.16
C 7.0048 0.3858 -5.2216  -0.04
C 5.6938 -1.5082 -4.3998  -0.06
H 8.6574 -1.6683 -6.0381  0.14
H 6.0517 0.8868 -5.0630  0.03
H 7.3661 0.7706 -6.1734  0.09
H 7.6894 0.6316 -4.4070  0.10
H 4.8031 -1.1575 -4.9258  0.06
H 5.5893 -2.5758 -4.2228  0.10
H 5.7186 -1.1435 -3.3666  0.10
C 1.9262 4.4039 -7.0672  -1.53
Br 1.1800 4.2815 -5.2088  0.52
Br 2.2939 6.2437 -7.6375  0.57
Br 0.8025 3.3518 -8.2245  0.67
H 2.8877 3.9041 -7.0256  -0.06
C 5.7712 -3.3829 -13.4938  -1.50
Br 7.0283 -4.0534 -12.1124  0.58
Br 6.6005 -2.9933 -15.2232  0.55
Br 4.8392 -1.7830 -12.7998  0.61
H 5.0674 -4.1945 -13.6035  -0.03
C 5.5781 1.6219 -14.4208  -0.08
C 4.1414 1.8970 -14.8018  -0.25
O 4.0140 3.1765 -15.4037  -0.20
P 4.2432 3.4950 -16.9724  0.41
O 5.5726 3.1639 -17.4957  -0.22
O 3.0592 2.6752 -17.6126  -0.20
C 3.2720 1.5241 -18.4908  -0.22
C 2.0187 0.6691 -18.4223  -0.08
O 3.8216 5.0406 -17.0531  -0.16
C 2.9551 5.5950 -16.0620  -0.29
C 2.2484 6.8403 -16.5904  -0.07
H 5.9745 2.1950 -13.5849  0.07
H 5.6842 0.5994 -14.0298  0.01
H 6.2356 1.5618 -15.2886  0.08
H 3.7582 1.1106 -15.4570  0.11
H 3.5328 1.9321 -13.8965  0.11
H 3.4000 1.8213 -19.5286  0.12
H 4.1048 1.0439 -17.9811  0.11
H 1.1302 1.0449 -18.9279  0.08
H 2.3077 -0.2949 -18.8530  0.08
H 1.6643 0.4327 -17.4162  0.07
H 2.1689 4.8791 -15.8058  0.11
H 3.4613 5.7756 -15.1144  0.12
H 2.9702 7.6103 -16.8591  0.08
H 1.6723 6.6386 -17.4960  0.08
H 1.5005 7.1641 -15.8678  0.08
C 0.1826 0.7027 -11.0286  -0.06
C 0.7897 0.1661 -9.7632  -0.27
O 2.1732 -0.1271 -10.0519  -0.19
P 3.2503 0.0491 -8.8759  0.45
O 2.9291 -0.6497 -7.6243  -0.22
O 4.5078 -0.6444 -9.6174  -0.21
C 5.5693 -1.0101 -8.7673  -0.31
C 6.7947 -1.3706 -9.5686  -0.09
O 3.5270 1.6168 -8.7957  -0.22
C 3.7846 2.4050 -9.9798  -0.25
C 5.1973 2.3395 -10.4663  -0.06
H 0.4385 1.7585 -11.1920  0.07
H 0.5393 0.3104 -11.9851  0.08
H -0.9053 0.6389 -11.0753  0.06
H 0.6242 0.8316 -8.9131  0.04
H 0.4140 -0.8011 -9.4234  0.12
H 5.9010 -0.1670 -8.1337  0.11
H 5.3145 -1.7501 -8.0047  0.12
H 6.9886 -0.6484 -10.3631  0.07
H 7.7165 -1.5526 -9.0200  0.08
H 6.5543 -2.3114 -10.0719  -0.01
H 3.1201 2.0702 -10.7824  0.11
H 3.5040 3.4086 -9.6615  0.10
H 5.8854 2.7187 -9.6998  0.09
H 5.5922 1.3313 -10.5940  0.06
H 5.3918 2.8987 -11.3794  0.07
C -4.1902 -0.1967 -12.9831  -0.06
C -4.0137 1.0510 -12.0902  -0.26
O -3.5270 0.6786 -10.7983  -0.22
P -4.5055 0.3685 -9.5771  0.39
O -5.3729 -0.7795 -9.8008  -0.21
O -3.4715 0.1586 -8.3959  -0.19
C -3.4654 -0.8770 -7.4247  -0.25
C -2.0229 -1.3523 -7.2433  -0.06
O -5.1542 1.7934 -9.2527  -0.18
C -4.5078 2.8181 -8.4748  -0.23
C -3.3012 3.4060 -9.2014  -0.08
H -4.6963 0.0882 -13.9023  0.08
H -3.1452 -0.4168 -13.2278  0.07
H -4.6502 -1.0067 -12.4304  0.07
H -3.3689 1.8252 -12.4988  0.12
H -5.0268 1.4397 -11.9154  0.11
H -3.9506 -0.5767 -6.4995  0.12
H -3.9744 -1.7793 -7.7718  0.11
H -1.4149 -0.4555 -7.4180  0.07
H -1.7383 -1.6656 -6.2419  0.08
H -1.7146 -2.0386 -8.0278  0.08
H -5.1512 3.6323 -8.1597  0.12
H -4.1254 2.2512 -7.6231  0.11
H -2.8519 4.2299 -8.6397  0.08
H -2.4604 2.7364 -9.3771  0.05
H -3.6389 3.8224 -10.1536  0.08

Values from the calculation:
Relative energy (zero: lowest compared OMol25 entry of this formula, charge and spin) ... 253.3 kJ/mol

---

The following is a DFT calculation (ωB97M-V with the def2-TZVPD basis set) of C26H62Br2I2InNO10P as an isolated structure in a non-equilibrium geometry.

Each line ends with the Löwdin charge.
Positions of all 105 atoms, in Å:
C -5.0691 -5.8692 2.0892  -0.19
C -6.1764 -5.0737 1.1222  -0.70
Br -5.6951 -4.6780 -0.8183  0.51
C -7.5041 -4.6260 1.6973  -0.69
Br -7.9099 -5.0166 3.6579  0.44
In -9.0000 -3.4908 0.3535  0.30
P -8.6891 -1.0158 0.9943  0.47
N -7.0956 -0.7090 0.7262  -0.46
C -11.1420 -4.2034 0.6007  -0.84
I -11.9482 -4.4111 -1.4696  0.52
C -12.0007 -2.9251 1.2514  -0.85
C -11.9162 -3.0739 2.8828  -0.19
I -14.0847 -3.1452 0.4863  0.55
H -4.0990 -6.1703 1.4997  0.06
H -4.7267 -5.0509 2.8820  0.08
H -5.5569 -6.7488 2.6981  0.07
H -8.4262 -3.7229 -1.3559  -0.09
H -9.5533 -0.1283 0.2035  -0.06
H -8.9799 -0.8668 2.4150  -0.08
H -7.0131 0.0745 0.0388  -0.08
H -11.2737 -5.1773 1.2360  0.04
H -11.6092 -1.8812 0.8487  0.06
H -11.4932 -2.0827 3.3673  0.08
H -11.2543 -4.0064 3.1897  0.07
H -13.0046 -3.3020 3.2855  0.05
C -3.6500 -2.0781 1.6103  -0.10
O -2.7736 -3.1748 1.8512  -0.22
C -1.7411 -3.2717 0.8643  -0.19
C -0.4166 -2.7115 1.3894  -0.20
O -0.4966 -1.2968 1.6005  -0.20
C -0.6692 -0.9651 2.9729  -0.12
H -4.2519 -1.9175 2.5077  0.09
H -3.1036 -1.1578 1.3905  0.08
H -4.3172 -2.3188 0.7770  0.06
H -2.0413 -2.7708 -0.0657  0.13
H -1.6108 -4.3359 0.6439  0.11
H 0.3583 -2.8764 0.6336  0.12
H -0.1065 -3.2258 2.3066  0.12
H 0.2746 -1.1013 3.5067  0.08
H -1.4493 -1.5702 3.4445  0.09
H -0.9607 0.0861 3.0373  0.09
C -1.3940 -6.7428 3.1812  -0.10
O -0.8067 -7.5218 2.1434  -0.19
C 0.4166 -6.9534 1.6639  -0.19
C 1.6321 -7.6786 2.2476  -0.19
O 1.7369 -7.4653 3.6603  -0.20
C 1.2696 -8.5800 4.4102  -0.11
H -2.1740 -7.3407 3.6583  0.09
H -0.6636 -6.4562 3.9415  0.08
H -1.8508 -5.8457 2.7519  0.07
H 0.4578 -5.8772 1.8779  0.11
H 0.4206 -7.0785 0.5764  0.12
H 2.5388 -7.2631 1.7957  0.12
H 1.6015 -8.7497 2.0160  0.12
H 2.0047 -9.3875 4.3675  0.08
H 0.3037 -8.9419 4.0452  0.08
H 1.1510 -8.2676 5.4507  0.09
C 2.2248 2.9255 4.4291  -0.11
O 1.5111 3.6993 3.4695  -0.19
C 2.3788 4.2996 2.5021  -0.19
C 2.3640 3.5210 1.1839  -0.20
O 2.9448 2.2209 1.3405  -0.20
C 1.9605 1.1989 1.4409  -0.11
H 1.5058 2.3130 4.9780  0.09
H 2.9562 2.2637 3.9592  0.08
H 2.7304 3.5925 5.1342  0.08
H 3.3998 4.3907 2.8961  0.12
H 1.9998 5.3100 2.3186  0.12
H 2.9781 4.0572 0.4529  0.11
H 1.3475 3.4481 0.7800  0.13
H 1.5271 1.0064 0.4563  0.09
H 1.1674 1.4635 2.1467  0.08
H 2.4481 0.2871 1.7945  0.09
C 6.2836 4.3308 -3.7567  -0.11
O 5.2778 5.3367 -3.6831  -0.21
C 4.2862 5.1889 -4.7052  -0.19
C 3.0121 4.5436 -4.1537  -0.19
O 3.2436 3.1849 -3.7631  -0.19
C 3.3912 3.0461 -2.3552  -0.11
H 6.8590 4.3537 -2.8284  0.09
H 5.8562 3.3322 -3.8748  0.09
H 6.9556 4.5456 -4.5933  0.08
H 4.6830 4.6176 -5.5549  0.13
H 4.0453 6.1953 -5.0622  0.12
H 2.2582 4.5218 -4.9474  0.12
H 2.6045 5.1255 -3.3188  0.13
H 2.4151 3.1333 -1.8717  0.08
H 4.0752 3.7926 -1.9405  0.08
H 3.7977 2.0527 -2.1496  0.10
C 9.2842 8.7570 -7.4630  -0.11
O 8.4815 9.2966 -6.4174  -0.20
C 7.4571 8.3896 -5.9961  -0.19
C 7.8417 7.6839 -4.6931  -0.18
O 8.9573 6.8062 -4.8858  -0.20
C 10.1759 7.3721 -4.4188  -0.11
H 10.1742 9.3818 -7.5684  0.09
H 9.6026 7.7341 -7.2486  0.08
H 8.7245 8.7796 -8.4031  0.09
H 7.2292 7.6628 -6.7871  0.13
H 6.5564 8.9865 -5.8209  0.12
H 7.0006 7.0621 -4.3695  0.10
H 8.0489 8.4093 -3.8976  0.13
H 10.2016 7.3421 -3.3267  0.09
H 10.3056 8.4029 -4.7618  0.08
H 11.0030 6.7721 -4.8063  0.09

Values from the calculation:
Total charge ... -1

---

What did we get for calculated total energy? Answer: -81301.994 -507723.677 -220670.387 eV, in the order shown.